one | A 2-piece molecular cluster, C3H8N2O overall, computed with ωB97M-V with the def2-TZVPD basis set.

The value obtained for the HOMO energy is -8.76 eV. The SMILES is C=NC.NC=O. The value obtained for the LUMO energy is 0.87 eV. The value obtained for the frontier orbital gap is 0.354 Ha.

ORCA input file:
```
! RIJCOSX wB97M-V def2-TZVPD def2/J DEFGRID3
* xyz 0 1
C 1.05 2.47 0.74
C -0.24 0.60 1.34
N -0.20 1.85 1.12
H 1.59 2.69 1.66
H 1.66 1.82 0.07
H 0.91 3.27 0.01
H -0.99 -0.12 1.61
H 0.83 0.31 1.26
C -0.33 -1.66 -1.17
N -1.28 -2.60 -1.41
O 0.35 -1.71 -0.17
H -0.18 -1.08 -2.09
H -1.69 -2.62 -2.33
H -1.47 -3.23 -0.65
*
```

How positive or negative is each atom? The Löwdin charges in e answer that: -0.1673, -0.0826, -0.1174, 0.0780, 0.0757, 0.0690, 0.0681, 0.0620, -0.4081, 0.1126, -0.0155, 0.1277, 0.0911, 0.1067

two | The molecule C3H8N2O, computed with ωB97M-V with the def2-TZVPD basis set.

The value obtained for the HOMO energy is -9.73 eV. The SMILES is [H]/N=C(/CC)ON. The value obtained for the LUMO energy is 0.89 eV. The value obtained for the frontier orbital gap is 0.390 Ha.

ORCA input file:
```
! RIJCOSX wB97M-V def2-TZVPD def2/J DEFGRID3
* xyz 0 1
C 1.12 0.50 -0.67
C 1.47 -0.97 -0.47
C -0.15 0.63 0.09
N -2.34 -0.41 0.39
O -1.14 -0.32 -0.42
N -0.27 1.13 1.26
H -1.98 -0.48 1.34
H -2.80 0.49 0.25
H -1.20 1.50 1.45
H 0.93 0.71 -1.73
H 1.88 1.18 -0.27
H 1.79 -1.16 0.55
H 2.28 -1.28 -1.15
H 0.41 -1.51 -0.64
*
```

How positive or negative is each atom? The Löwdin charges in e answer that: -0.1887, -0.1025, -0.4042, 0.0484, -0.1819, 0.1269, 0.0762, 0.0768, 0.0480, 0.1185, 0.1163, 0.0748, 0.0672, 0.1242

three | The molecule C3H8N2O, computed with ωB97M-V with the def2-TZVPD basis set.

The value obtained for the HOMO energy is -9.41 eV. The SMILES is NCCNC=O. The value obtained for the LUMO energy is 0.84 eV. The value obtained for the frontier orbital gap is 0.377 Ha.

ORCA input file:
```
! RIJCOSX wB97M-V def2-TZVPD def2/J DEFGRID3
* xyz 0 1
C -1.09 0.34 -0.35
C -0.04 -0.12 0.54
C 2.21 0.08 -0.19
H -2.29 -1.22 -0.82
H -1.92 -1.11 0.78
H -1.37 1.35 -0.30
H -0.81 0.24 -1.46
H -0.54 0.07 1.52
H 0.34 -1.11 0.52
H 1.06 1.69 0.25
H 3.08 0.76 -0.54
N -2.21 -0.57 -0.06
N 1.11 0.69 0.22
O 2.47 -1.09 -0.11
*
```

How positive or negative is each atom? The Löwdin charges in e answer that: -0.3012, -0.2270, -0.4096, 0.0574, 0.0648, 0.0892, 0.1459, 0.1463, 0.1155, 0.1389, 0.1478, -0.0107, 0.0275, 0.0152

Of them, three has the highest stability.

one | A 2-piece molecular cluster, C3H8N2O overall, computed with ωB97M-V with the def2-TZVPD basis set.

The value obtained for the HOMO energy is -8.58 eV. The SMILES is [H]/N=C/N.C=CO. The value obtained for the LUMO energy is 0.82 eV. The value obtained for the frontier orbital gap is 0.346 Ha.

ORCA input file:
```
! RIJCOSX wB97M-V def2-TZVPD def2/J DEFGRID3
* xyz 0 1
C -0.44 2.65 2.06
C -0.81 1.44 1.61
O -0.62 1.28 0.20
H -0.43 2.58 3.18
H -0.33 3.53 1.48
H -1.09 0.49 2.16
H -0.96 0.41 -0.10
N 1.73 -2.16 -1.23
C 0.53 -1.93 -1.76
N -0.57 -1.37 -1.32
H 2.12 -1.34 -1.63
H 1.84 -2.05 -0.28
H 0.54 -1.77 -2.79
H -1.49 -1.78 -1.58
*
```

How positive or negative is each atom? The Löwdin charges in e answer that: -0.0155, -0.2361, -0.0979, 0.0571, 0.0406, 0.1226, 0.0259, 0.1218, -0.3668, 0.0380, 0.0948, 0.0612, 0.0886, 0.0657

two | C3H8N2O as an isolated structure, computed with ωB97M-V with the def2-TZVPD basis set.

The value obtained for the HOMO energy is -8.47 eV. The value obtained for the LUMO energy is 0.43 eV. The value obtained for the frontier orbital gap is 0.327 Ha.

ORCA input file:
```
! RIJCOSX wB97M-V def2-TZVPD def2/J DEFGRID3
* xyz 0 1
C -0.69 -1.16 -0.42
C -1.04 1.17 0.19
N -0.14 0.19 -0.42
C 1.70 0.25 0.18
O 2.01 -0.47 1.28
N 2.20 1.00 -0.62
H 1.62 -1.35 1.22
H 0.63 0.60 -1.18
H -0.85 -1.50 0.61
H -0.62 2.17 0.05
H -1.16 0.97 1.26
H -2.02 1.16 -0.30
H 0.00 -1.84 -0.91
H -1.66 -1.20 -0.92
*
```

How positive or negative is each atom? The Löwdin charges in e answer that: -0.1060, -0.0939, -0.2179, -0.4772, 0.0608, 0.0814, 0.0998, 0.1416, 0.0877, 0.0870, 0.0897, 0.0790, 0.0890, 0.0790

three | C3H8N2O as an isolated structure, computed with ωB97M-V with the def2-TZVPD basis set.

The value obtained for the HOMO energy is -8.46 eV. The value obtained for the LUMO energy is 0.89 eV. The value obtained for the frontier orbital gap is 0.344 Ha.

ORCA input file:
```
! RIJCOSX wB97M-V def2-TZVPD def2/J DEFGRID3
* xyz 0 1
C 0.07 -1.71 -1.49
N 0.83 -1.92 -0.59
N -1.19 -0.03 -0.16
O -0.60 -1.48 -2.41
H 1.76 -0.57 1.05
H 1.60 -2.53 -0.45
H -1.78 -0.17 0.65
H -1.73 -0.10 -1.01
C -0.41 1.13 -0.07
C -0.38 1.93 0.99
H -0.93 1.70 1.89
H 0.11 1.37 -0.98
H 2.36 -0.40 1.55
H 0.28 2.78 1.03
*
```

How positive or negative is each atom? The Löwdin charges in e answer that: -0.4507, 0.1621, 0.0058, 0.1373, -0.0053, 0.0771, 0.0989, 0.0764, -0.2994, -0.0273, 0.0452, 0.1061, 0.0352, 0.0386

four | The molecule C3H8N2O, computed with ωB97M-V with the def2-TZVPD basis set.

The value obtained for the HOMO energy is -9.55 eV. The SMILES is CC(=O)NCN. The value obtained for the LUMO energy is 0.86 eV. The value obtained for the frontier orbital gap is 0.383 Ha.

ORCA input file:
```
! RIJCOSX wB97M-V def2-TZVPD def2/J DEFGRID3
* xyz 0 1
O -1.78 -0.18 -0.98
C -1.08 -0.53 -0.08
N 0.23 -0.05 0.06
C 0.70 0.96 -0.90
N 1.95 1.60 -0.61
C -1.46 -1.44 1.06
H 0.88 -0.76 0.33
H 0.63 0.53 -1.89
H -0.02 1.78 -0.84
H 1.88 2.17 0.24
H 2.77 1.04 -0.44
H -2.55 -1.43 1.11
H -1.15 -2.48 0.93
H -1.00 -1.21 2.01
*
```

How positive or negative is each atom? The Löwdin charges in e answer that: 0.0811, -0.5422, 0.0317, -0.2957, 0.0067, -0.0144, 0.1151, 0.1183, 0.1228, 0.0758, 0.0587, 0.0850, 0.0833, 0.0740

Of them, four has the highest stability.

one | C3H8N2O as an isolated structure, computed with ωB97M-V with the def2-TZVPD basis set.

The value obtained for the HOMO energy is -8.23 eV. The value obtained for the LUMO energy is 0.93 eV. The value obtained for the frontier orbital gap is 0.337 Ha.

ORCA input file:
```
! RIJCOSX wB97M-V def2-TZVPD def2/J DEFGRID3
* xyz 0 1
C -1.11 0.64 0.07
C 1.18 -0.04 -0.22
N 0.82 -1.25 0.17
N -1.84 -0.27 -0.68
C 0.23 0.97 -0.24
O 2.51 0.21 -0.42
H 2.62 1.11 -0.73
H 1.60 -1.86 0.39
H -0.09 -0.96 1.11
H -1.29 -1.05 -1.03
H -2.69 -0.59 -0.25
H -1.73 1.42 0.50
H -0.77 -0.31 1.45
H 0.55 1.99 -0.09
*
```

How positive or negative is each atom? The Löwdin charges in e answer that: -0.2802, -0.5076, 0.0518, 0.0423, -0.1126, 0.0602, 0.1050, 0.0866, 0.0745, 0.0847, 0.0914, 0.1107, 0.0932, 0.1000

two | The molecule C3H8N2O, computed with ωB97M-V with the def2-TZVPD basis set.

The value obtained for the HOMO energy is -9.58 eV. The SMILES is CNC(=O)CN. The value obtained for the LUMO energy is 0.90 eV. The value obtained for the frontier orbital gap is 0.385 Ha.

ORCA input file:
```
! RIJCOSX wB97M-V def2-TZVPD def2/J DEFGRID3
* xyz 0 1
O 0.14 -1.32 -0.65
C -0.08 -0.41 0.16
N 0.98 0.41 0.54
N -2.43 -0.15 -0.76
C 2.33 0.23 -0.01
C -1.54 0.01 0.41
H 0.76 1.25 1.07
H -1.82 -0.22 -1.59
H -2.90 -1.03 -0.70
H 2.88 -0.51 0.56
H 2.30 0.00 -1.11
H 2.84 1.24 0.09
H -1.89 -0.56 1.27
H -1.55 1.07 0.71
*
```

How positive or negative is each atom? The Löwdin charges in e answer that: 0.0150, -0.4530, -0.0190, 0.0101, -0.0862, -0.2000, 0.1245, 0.0784, 0.0489, 0.0740, 0.0991, 0.0932, 0.1138, 0.1012

Of them, two has the highest stability.

one | The molecule C3H8N2O, computed with ωB97M-V with the def2-TZVPD basis set.

The value obtained for the HOMO energy is -8.73 eV. The SMILES is C/N=C/N(C)O. The value obtained for the LUMO energy is 0.89 eV. The value obtained for the frontier orbital gap is 0.354 Ha.

ORCA input file:
```
! RIJCOSX wB97M-V def2-TZVPD def2/J DEFGRID3
* xyz 0 1
C -2.06 0.76 0.99
C 0.04 0.48 0.24
C 0.92 -1.32 -1.08
H -2.30 0.15 1.98
H -3.13 0.82 0.32
H -1.57 1.82 1.31
H 0.28 1.44 0.83
H 1.00 -2.18 -0.40
H 1.54 -1.40 -2.17
H -0.12 -1.22 -1.42
H 3.00 0.58 -0.34
N -1.13 0.09 0.07
N 1.15 -0.09 -0.49
O 2.38 0.06 0.15
*
```

How positive or negative is each atom? The Löwdin charges in e answer that: -0.1762, -0.2045, -0.1200, 0.0908, 0.1206, 0.0874, 0.1425, 0.0875, 0.1488, 0.0674, 0.0879, -0.0571, -0.2555, -0.0198

two | A 2-piece molecular cluster, C3H8N2O overall, computed with ωB97M-V with the def2-TZVPD basis set.

The value obtained for the HOMO energy is -8.61 eV. The SMILES is N=C=O.CNC. The value obtained for the LUMO energy is 0.84 eV. The value obtained for the frontier orbital gap is 0.347 Ha.

ORCA input file:
```
! RIJCOSX wB97M-V def2-TZVPD def2/J DEFGRID3
* xyz 0 1
C -1.44 -0.77 0.80
N -0.34 0.05 0.31
C -0.77 1.28 -0.34
C 2.14 -0.82 -0.99
O 1.54 -1.35 -1.84
N 2.71 -0.24 -0.08
H -1.03 -1.63 1.34
H -2.15 -0.25 1.46
H -2.00 -1.16 -0.06
H -0.14 1.50 -1.20
H -1.79 1.17 -0.70
H -0.76 2.16 0.32
H 3.72 -0.18 -0.06
H 0.31 0.25 1.06
*
```

How positive or negative is each atom? The Löwdin charges in e answer that: -0.1550, -0.2010, -0.1378, -0.4098, 0.1530, 0.1507, 0.0753, 0.0738, 0.0766, 0.0666, 0.0739, 0.0742, 0.0762, 0.0833

three | A 2-piece molecular cluster, C3H8N2O overall, computed with ωB97M-V with the def2-TZVPD basis set.

The value obtained for the HOMO energy is -9.67 eV. The SMILES is C/N=C\N.C=O. The value obtained for the LUMO energy is 0.79 eV. The value obtained for the frontier orbital gap is 0.384 Ha.

ORCA input file:
```
! RIJCOSX wB97M-V def2-TZVPD def2/J DEFGRID3
* xyz 0 1
C 0.91 2.19 -0.20
N 0.24 0.41 -2.29
C 1.21 0.12 -1.26
N 1.54 0.87 -0.32
H 1.71 2.92 -0.04
H 0.29 2.18 0.70
H 0.30 2.46 -1.06
H 0.75 0.41 -3.18
H -0.36 -0.42 -2.37
H 1.70 -0.86 -1.32
O -2.43 -1.82 1.89
C -1.30 -1.87 2.29
H -1.03 -1.62 3.33
H -0.48 -2.22 1.64
*
```

How positive or negative is each atom? The Löwdin charges in e answer that: -0.1288, 0.0222, -0.3065, -0.0188, 0.0679, 0.0701, 0.0532, 0.0731, 0.0699, 0.0993, -0.0060, -0.1507, 0.0786, 0.0764

four | C3H8N2O as an isolated structure, computed with ωB97M-V with the def2-TZVPD basis set.

The value obtained for the HOMO energy is -8.04 eV. The value obtained for the LUMO energy is 0.27 eV. The value obtained for the frontier orbital gap is 0.305 Ha.

ORCA input file:
```
! RIJCOSX wB97M-V def2-TZVPD def2/J DEFGRID3
* xyz 0 1
C 1.77 1.03 0.28
N 0.76 -0.32 0.61
C -0.27 0.27 0.02
N -1.39 -1.58 -0.38
C -1.12 1.26 -0.11
O 1.17 -1.51 0.26
H -0.19 -2.07 -0.30
H -2.13 -1.65 0.31
H -1.62 -2.40 -0.92
H 2.72 0.54 0.48
H 1.77 1.44 -0.73
H 1.54 1.76 1.05
H -2.18 1.04 -0.01
H -0.83 2.19 -0.56
*
```

How positive or negative is each atom? The Löwdin charges in e answer that: 0.0725, -0.2129, -0.1631, -0.0546, 0.0209, -0.2210, 0.1736, 0.0174, 0.0020, 0.0775, 0.0807, 0.0786, 0.0648, 0.0637

Of them, two has the highest stability.

one | A 2-piece molecular cluster, C3H8N2O overall, computed with ωB97M-V with the def2-TZVPD basis set.

The value obtained for the HOMO energy is -9.17 eV. The SMILES is [H]/N=C/N.CC=O. The value obtained for the LUMO energy is 1.14 eV. The value obtained for the frontier orbital gap is 0.379 Ha.

ORCA input file:
```
! RIJCOSX wB97M-V def2-TZVPD def2/J DEFGRID3
* xyz 0 1
O -1.81 -0.11 0.38
C -1.44 0.86 1.00
C -0.58 1.95 0.44
H -1.75 0.97 2.06
H -0.72 2.03 -0.64
H 0.47 1.65 0.49
H -0.82 2.93 0.85
N 0.21 -1.63 -1.38
C 1.26 -1.64 -0.52
N 1.65 -0.58 0.05
H -0.40 -2.44 -1.37
H -0.20 -0.73 -1.58
H 1.59 -2.66 -0.27
H 2.57 -0.58 0.48
*
```

How positive or negative is each atom? The Löwdin charges in e answer that: 0.0154, -0.3252, -0.0718, 0.1129, 0.0819, 0.0552, 0.0711, 0.0768, -0.3941, 0.0584, 0.0873, 0.0797, 0.1152, 0.0373

two | C3H8N2O as an isolated structure, computed with ωB97M-V with the def2-TZVPD basis set.

The value obtained for the HOMO energy is -9.67 eV. The value obtained for the LUMO energy is 0.25 eV. The value obtained for the frontier orbital gap is 0.364 Ha.

ORCA input file:
```
! RIJCOSX wB97M-V def2-TZVPD def2/J DEFGRID3
* xyz 0 1
C 0.71 1.63 -1.52
C -0.05 -0.46 -0.30
C -0.29 -0.33 2.23
H 1.82 1.67 -1.64
H 0.29 2.73 -1.57
H 0.18 0.89 -2.32
H 1.02 1.18 0.68
H -0.26 -2.05 0.99
H -0.31 1.07 2.07
H -1.45 -0.90 2.71
H 0.93 -0.79 2.66
N 0.18 0.93 -0.34
N -0.81 -0.79 0.89
O 0.00 -1.22 -1.22
*
```

How positive or negative is each atom? The Löwdin charges in e answer that: -0.1423, -0.6749, -0.2522, 0.0714, 0.1003, 0.1258, 0.2351, 0.2509, 0.1331, 0.1571, 0.1342, -0.0816, -0.1186, 0.0615

three | The molecule C3H8N2O, computed with ωB97M-V with the def2-TZVPD basis set.

The value obtained for the HOMO energy is -9.52 eV. The SMILES is CC(=O)NCN. The value obtained for the LUMO energy is 0.96 eV. The value obtained for the frontier orbital gap is 0.385 Ha.

ORCA input file:
```
! RIJCOSX wB97M-V def2-TZVPD def2/J DEFGRID3
* xyz 0 1
O -1.46 0.28 0.73
C -0.31 -0.11 0.87
N 0.53 -0.32 -0.19
C 0.02 -0.25 -1.53
N -0.06 1.11 -2.03
C 0.25 -0.41 2.23
H 1.51 -0.12 -0.02
H 0.63 -0.86 -2.20
H -0.94 -0.79 -1.50
H -0.48 1.72 -1.34
H -0.69 1.18 -2.82
H 1.33 -0.40 2.32
H -0.18 0.34 2.90
H -0.14 -1.35 2.59
*
```

How positive or negative is each atom? The Löwdin charges in e answer that: 0.0527, -0.5477, 0.0469, -0.3006, 0.0138, -0.0019, 0.1355, 0.1116, 0.1183, 0.0641, 0.0678, 0.0732, 0.0853, 0.0811

Of them, three has the highest stability.

one | The molecule C3H2N4O, computed with ωB97M-V with the def2-TZVPD basis set.

The value obtained for the HOMO energy is -10.11 eV. The SMILES is O=c1cnncnn1. The value obtained for the LUMO energy is -1.51 eV. The value obtained for the frontier orbital gap is 0.316 Ha.

ORCA input file:
```
! RIJCOSX wB97M-V def2-TZVPD def2/J DEFGRID3
* xyz 0 1
C 0.91 -0.03 0.76
C 0.08 -1.37 0.42
C -1.06 0.83 -0.95
H 0.54 -2.37 0.59
H -1.54 1.64 -1.44
N -1.04 -1.29 -0.13
N -1.72 -0.24 -0.54
N 0.32 1.03 -1.18
N 1.24 0.74 -0.40
O 1.23 0.31 1.90
*
```

How positive or negative is each atom? The Löwdin charges in e answer that: -0.3615, -0.0232, -0.1365, 0.1290, 0.0924, -0.0107, 0.0527, 0.0494, 0.1140, 0.0944

two | C3H2N4O as an isolated structure, computed with ωB97M-V with the def2-TZVPD basis set.

The value obtained for the HOMO energy is -9.37 eV. The value obtained for the LUMO energy is 0.32 eV. The value obtained for the frontier orbital gap is 0.356 Ha.

ORCA input file:
```
! RIJCOSX wB97M-V def2-TZVPD def2/J DEFGRID3
* xyz 0 1
C 1.06 -1.49 -0.11
C -0.57 -0.22 -0.01
C 0.62 0.44 0.16
H 1.65 -2.34 -0.19
H -2.45 0.85 -0.20
N -0.22 -1.49 -0.31
N -1.35 0.81 -0.21
N -0.85 1.98 0.14
N 0.48 1.82 0.23
O 1.63 -0.36 0.50
*
```

How positive or negative is each atom? The Löwdin charges in e answer that: -0.1272, -0.2824, -0.3429, 0.1185, 0.2151, 0.1673, 0.0161, -0.0081, 0.1034, 0.1403

Of them, two has the highest stability.